(1)
Density functional theory data (wB97M-V/def2-TZVPD) for the molecule C3H4N2O.

Properties
frontier orbital gap: 10.22 eV
LUMO level: 0.5 eV
total energy: -301.37818 Eh
HOMO: -9.7 eV
relative energy (zero: lowest compared OMol25 entry of this formula, charge and spin): 286.3 kJ/mol
structure (SMILES): NC1=N[C@@H]1C=O

The geometry in XYZ format:
```
10
Properties=species:S:1:pos:R:3:forces:R:3
H 2.058907 -0.703795 -0.801557 -0.6 0.2 0.0
C 0.517121 0.527456 -0.162258 -0.2 1.1 0.1
C -1.308637 -0.884146 0.438807 0.4 -0.4 0.1
N 0.019755 1.292893 0.694367 0.5 -0.3 0.5
C -1.000852 0.487583 -0.049696 0.3 -0.3 -0.2
O -0.382828 -1.577051 0.806332 -0.6 -0.3 0.2
H -1.845936 1.089765 -0.435840 0.9 -0.4 -0.7
H -2.325697 -1.313007 0.341414 0.1 0.3 0.2
N 1.761125 0.256178 -0.668194 -0.4 0.2 -0.2
H 2.498898 0.818401 -0.252367 -0.4 -0.1 0.0
```
Forces are in eV/Å.



(2)
Density functional theory data (wB97M-V/def2-TZVPD) for the molecule C3H4N2O.

Properties
frontier orbital gap: 11.09 eV
LUMO level: 0.9 eV
total energy: -301.34987 Eh
HOMO: -10.2 eV
relative energy (zero: lowest compared OMol25 entry of this formula, charge and spin): 360.6 kJ/mol
structure (SMILES): [H]/N=C\O[C@H]1C=N1

The geometry in XYZ format:
```
10
Properties=species:S:1:pos:R:3:forces:R:3
C 1.059434 -0.566499 -0.437011 2.1 -0.3 -0.7
N 2.285256 -0.348206 0.539741 -0.2 -1.1 0.3
O 0.028859 -1.460570 -0.114383 0.9 1.0 0.4
H -1.644137 -1.748723 0.974922 0.5 0.9 -1.0
N -1.581673 0.215556 0.395281 0.3 1.3 -0.2
C 1.544540 0.604389 0.296111 -1.0 -4.1 -1.7
C -1.108256 -0.929412 0.395913 -1.1 -2.8 1.8
H -0.926056 0.852153 -0.056410 -0.3 0.2 -0.3
H 1.494805 -0.825156 -1.413965 -0.7 0.4 0.4
H 1.351084 1.559813 0.426815 -0.5 4.5 1.1
```
Forces are in eV/Å.